DFT (ωB97M-V with the def2-TZVPD basis set) results for C46H52F30O26V as an isolated structure.

Cartesian coordinates (Å):
O -0.3358 0.0199 -0.6988
V -1.5663 0.4807 -1.5881
O -2.0600 1.9564 -1.2229
C -3.7468 -2.8233 -0.6327
C -4.0734 -3.9525 -1.4286
C -3.7369 -3.9949 -2.9629
O -3.9446 -4.9939 -3.5914
C -3.1602 -2.8465 -3.5323
C -2.8316 -1.7999 -2.7095
C -3.1928 -1.7622 -1.2479
O -2.9588 -0.6154 -0.7084
O -2.0934 -0.7831 -3.1029
O -4.7016 -4.9285 -1.0123
H -3.8719 -2.9304 0.3982
H -2.7567 -2.7926 -4.5346
C -5.8683 -4.9267 -6.4466
C -6.3264 -4.2318 -5.2192
O -5.6550 -2.9413 -5.1266
C -6.1680 -1.9336 -5.7362
O -7.1416 -1.9908 -6.4260
C -5.1287 -0.7453 -5.7181
F -4.7209 -0.4890 -4.4942
F -4.0296 -0.9278 -6.4576
F -5.7370 0.3534 -6.1982
H -6.0760 -4.1733 -7.2566
H -6.4456 -5.8215 -6.7499
H -4.8184 -5.1296 -6.4021
H -6.0205 -4.8110 -4.3555
H -7.3648 -4.0132 -5.2103
C -0.0347 4.2641 -0.5356
C 0.3968 3.8369 -1.9455
O 1.8161 4.2519 -2.0707
C 2.2736 4.5081 -3.2249
O 1.7652 4.3713 -4.2975
C 3.7160 4.9867 -3.2147
F 3.9414 6.0828 -4.0207
F 4.3240 5.1355 -2.0769
F 4.3956 3.9928 -3.8290
H 0.4541 3.5708 0.2015
H -1.1340 4.1098 -0.4872
H 0.3617 5.2871 -0.4164
H -0.1523 4.3428 -2.6716
H 0.3049 2.7543 -2.1306
C 2.0489 -0.5207 -4.1257
C 0.8947 -0.9590 -4.9124
O 0.1533 0.1727 -5.5393
C -0.4237 0.9388 -4.6212
O -0.2049 0.9930 -3.4470
C -1.4772 1.9373 -5.2090
F -2.5854 1.9423 -4.3439
F -0.9907 3.1379 -5.2589
F -1.9082 1.6069 -6.4372
H 2.0175 -0.9399 -3.0613
H 2.1576 0.5673 -4.0622
H 3.0148 -0.8705 -4.4772
H 0.1564 -1.5068 -4.3549
H 1.0913 -1.6040 -5.8138
C 0.2130 3.3474 5.2754
C 0.2673 4.4210 6.3368
O 1.0526 5.5455 5.8750
C 2.3554 5.5084 6.2405
O 2.9037 4.6714 6.8829
C 3.0129 6.8954 5.7154
F 4.3293 6.7251 5.5480
F 2.4848 7.2278 4.4849
F 2.7718 7.9245 6.4593
H -0.1815 3.8088 4.3800
H -0.4340 2.5217 5.5767
H 1.2061 3.0659 5.0936
H 0.7732 4.0737 7.2536
H -0.6437 4.9292 6.5626
C -0.0696 -0.2331 3.1573
C -1.3434 -0.9494 2.5981
O -1.8741 -1.9734 3.5458
C -1.3395 -3.1876 3.5505
O -0.5249 -3.6372 2.8035
C -1.9988 -4.0269 4.7048
F -2.2253 -3.2017 5.7246
F -3.1588 -4.5262 4.2166
F -1.2512 -5.0280 5.1360
H -0.2108 0.5796 3.9634
H 0.4715 0.1635 2.3075
H 0.6141 -1.0442 3.6638
H -1.1537 -1.3311 1.6495
H -2.2609 -0.3648 2.4982
C -0.1242 -5.2096 -0.3872
C -0.4722 -3.9778 -1.2868
O 0.0670 -4.2491 -2.5923
C 1.3355 -3.9932 -2.8152
O 2.1668 -3.5248 -2.0772
C 1.6390 -4.2279 -4.3289
F 0.6548 -4.1688 -5.2190
F 2.5911 -3.4070 -4.7593
F 2.1415 -5.4854 -4.4761
H 0.9183 -5.5007 -0.4715
H -0.7179 -6.0882 -0.5475
H -0.3712 -4.8929 0.6081
H -0.1124 -3.0509 -0.8709
H -1.5631 -3.9827 -1.4710
C 2.5225 -6.8895 1.9890
C 2.0908 -5.8202 2.9934
O 2.8388 -4.5909 2.8261
C 3.6152 -4.2654 3.8172
O 3.7249 -4.8501 4.8583
C 4.1463 -2.7992 3.5360
F 4.8122 -2.7004 2.3269
F 3.1231 -2.0418 3.5310
F 5.0143 -2.3157 4.4234
H 2.4806 -6.5691 0.9462
H 1.9041 -7.7608 2.2314
H 3.5530 -7.1078 2.1524
H 2.2409 -6.2385 4.0062
H 1.0007 -5.4440 2.8538
C -5.5036 2.9523 -1.0092
C -5.4482 2.0955 0.3072
O -4.6743 2.9111 1.2559
C -5.1979 3.4260 2.3349
O -6.3670 3.4710 2.7519
C -4.1800 4.2326 3.1609
F -2.9150 3.8034 3.0422
F -4.1223 5.5058 2.8022
F -4.5025 4.1710 4.4267
H -5.9715 2.3175 -1.7956
H -4.5121 3.1516 -1.4124
H -6.0514 3.9133 -0.8608
H -4.8815 1.1880 0.2102
H -6.4257 1.8763 0.7826
C 2.7410 0.8465 6.0445
C 3.6130 1.0178 4.8231
O 3.0915 2.2382 4.1538
C 3.7664 2.5144 3.0709
O 4.7143 1.9196 2.6237
C 3.2321 3.7894 2.4210
F 3.7285 3.9738 1.2336
F 1.9334 3.8343 2.3076
F 3.7219 4.6895 3.2779
H 2.8819 1.6788 6.8511
H 3.0154 -0.1468 6.4457
H 1.7090 0.7140 5.7683
H 3.3266 0.2266 4.1903
H 4.6519 1.1846 4.9868
C 6.4433 3.0337 -0.2315
C 5.9956 2.3256 -1.5096
O 4.5630 1.9537 -1.3521
C 4.4792 0.7466 -0.7383
O 5.3362 -0.0292 -0.4663
C 3.0145 0.2587 -0.5653
F 2.1831 1.0688 -1.2430
F 2.8380 -0.9853 -1.0107
F 2.7789 0.2583 0.7475
H 7.4333 3.4170 -0.4238
H 6.3791 2.4268 0.7359
H 5.8153 3.9745 -0.1683
H 6.5545 1.5047 -1.8585
H 5.9649 2.9546 -2.3554

As for the HOMO energy: -6.22 eV. The total charge is -1. The molar mass comes out at 1641.78 g/mol. As for the frontier orbital gap: 7.726 eV. Its LUMO energy is 1.5 eV.

---

DFT (ωB97M-V with the def2-TZVPD basis set) results for a 5-piece molecular cluster, C31H61BrN2O14P overall.

Cartesian coordinates (Å):
C 1.6852 3.4152 1.3765
C 1.5760 3.6599 0.1819
C 1.4627 3.5983 -1.3629
C 0.3744 2.5219 -1.8742
C 0.5740 1.1161 -1.1708
C 1.9011 0.3532 -1.5884
C 1.6904 -0.6383 -2.8284
C 3.0355 -0.5919 -3.6867
C 1.2514 -2.1013 -2.4223
C 0.6672 2.5598 -3.4708
C -0.7299 2.8317 -4.2101
Br -0.8772 1.8187 -5.9077
C -1.7367 2.3703 -3.0229
C -3.1287 2.9251 -3.5352
C -4.4060 2.0333 -3.2424
O -5.0783 1.8813 -4.5297
C -4.1322 0.5659 -2.7085
N -3.7112 0.4650 -1.2857
N -1.0421 3.0517 -1.8630
P -1.9021 3.2754 -0.3176
O -1.9209 2.0680 0.5725
H 1.6227 3.5725 2.4865
H 2.4492 3.3618 -1.8741
H 1.1451 4.6260 -1.7435
H 0.5838 1.1923 -0.0357
H -0.3130 0.4368 -1.4053
H 2.1952 -0.3019 -0.7031
H 2.7746 1.0498 -1.7867
H 0.8284 -0.2006 -3.4401
H 3.0493 -1.3685 -4.5016
H 3.1067 0.4644 -4.1039
H 3.8897 -0.6873 -2.9505
H 1.9405 -2.6066 -1.6787
H 0.1628 -2.1796 -2.0953
H 1.3106 -2.7355 -3.3689
H 1.2217 3.5417 -3.6612
H 1.3963 1.8155 -3.8895
H -0.8275 3.9311 -4.4396
H -1.5226 1.2679 -3.0027
H -3.0994 3.1803 -4.6368
H -3.2983 3.9245 -3.0033
H -5.1811 2.5432 -2.5750
H -5.8182 1.2600 -4.3940
H -5.0924 -0.0297 -2.8621
H -3.3476 0.0231 -3.3321
H -3.9994 1.2862 -0.7481
H -2.6842 0.4060 -1.3044
H -0.9015 4.0340 -2.1921
H -3.2328 3.7655 -0.5100
H -1.1612 4.2917 0.3886
C 3.1178 -2.2071 5.0782
C 3.2875 -2.3772 3.5810
O 2.0266 -2.6217 2.9394
C 1.2416 -1.5509 2.7765
O 1.5019 -0.4197 3.1089
O 0.0992 -1.9548 2.2027
C -0.8740 -0.9200 2.0660
H 2.5886 -3.0627 5.5040
H 4.0886 -2.1103 5.5673
H 2.5274 -1.3191 5.3118
H 3.9105 -3.2519 3.3854
H 3.7880 -1.5168 3.1303
H -0.4612 -0.0532 1.5486
H -1.2539 -0.6348 3.0485
H -1.7012 -1.3126 1.4751
C 3.6127 9.4980 3.6216
C 2.7296 8.8901 2.5495
O 2.4989 7.4948 2.7949
C 1.6081 7.2168 3.7545
O 0.9929 8.0197 4.4076
O 1.5375 5.8814 3.8849
C 0.6932 5.4497 4.9540
H 4.5404 8.9301 3.7216
H 3.8545 10.5343 3.3797
H 3.1220 9.4802 4.5963
H 3.2351 8.9562 1.5844
H 1.7820 9.4258 2.4551
H -0.3025 5.8876 4.8751
H 1.1487 5.7029 5.9126
H 0.6004 4.3653 4.8895
C -2.7620 -1.5394 -6.4780
C -1.5501 -2.3180 -6.0030
O -1.9371 -3.4811 -5.2636
C -2.3738 -4.5151 -6.0000
O -2.4561 -4.5437 -7.2017
O -2.7276 -5.5002 -5.1659
C -3.3091 -6.6303 -5.8183
H -3.4202 -1.3033 -5.6378
H -2.4576 -0.6101 -6.9628
H -3.3523 -2.1181 -7.1904
H -0.9651 -1.6963 -5.3206
H -0.8943 -2.5903 -6.8336
H -2.6630 -7.0057 -6.6125
H -4.2908 -6.3656 -6.2151
H -3.4351 -7.4160 -5.0744
C 0.2231 -9.2118 7.8280
C 0.6489 -7.8338 8.2961
O 1.4726 -7.1842 7.3181
C 0.8255 -6.6781 6.2614
O -0.3648 -6.7147 6.0721
O 1.7345 -6.1437 5.4320
C 1.1842 -5.6555 4.2089
H 1.0947 -9.8085 7.5497
H -0.3281 -9.7322 8.6132
H -0.4157 -9.1505 6.9451
H 1.2553 -7.9298 9.1983
H -0.2112 -7.2097 8.5501
H 0.3661 -4.9577 4.3921
H 0.8454 -6.4916 3.5941
H 1.9724 -5.1290 3.6729

As for the HOMO energy: -11.93 eV. The total charge is +1. The molar mass comes out at 796.71 g/mol. As for the frontier orbital gap: 8.783 eV. Its LUMO energy is -3.1 eV.